Formula: C2H6NO4
Source: the OMol25 dataset
Level of theory: wB97M-V/def2-TZVPD

XYZ file:
```
13
Properties=species:S:1:pos:R:3:forces:R:3:nbo_charge:R:1
C -3.88448 -0.02017 0.06732 0.153 -0.093 0.092 1.043
C 0.18606 1.44791 -0.39523 0.111 0.324 -1.553 0.571
N 0.64153 1.20024 0.79522 -0.672 -0.464 -1.005 -0.726
O -4.95762 0.33798 0.06889 -2.114 0.715 -0.057 -0.445
O -0.17259 0.61077 -1.27502 -0.534 0.372 -0.121 -0.623
O -0.01868 -1.54680 -0.31717 0.144 -3.166 -2.255 -0.876
O -2.79299 -0.38101 0.08004 2.036 -0.688 0.000 -0.598
H 0.23635 2.54285 -0.60085 -0.498 -0.889 -0.660 0.188
H 1.04266 2.03007 1.17118 0.532 -0.208 1.473 0.441
H -0.77677 -1.68440 0.23240 -1.291 0.259 1.108 0.523
H 0.71050 0.22852 1.03827 0.653 0.046 1.002 0.430
H -0.26250 -0.55129 -1.09029 0.743 1.969 1.016 0.530
H -0.07311 -2.42469 -0.85003 0.737 1.824 0.961 0.541
```
Positions in Å, forces in eV/Å.

Properties
DFT total energy, Ha: -435.29719
Total charge: +1
Highest occupied orbital energy, eV: -16.40
Frontier orbital gap, eV: 12.84
ΔE to the lowest compared entry with this formula, charge and spin, eV: 0.9483